Entry 1:
118
Properties=species:S:1:pos:R:3:lowdin_charge:R:1 method="wB97M-V/def2-TZVPD" de_lowest_ev=0.0000 total_charge=-1
K 0.597 1.096 -0.874 0.708
C 0.739 -3.683 1.767 -0.064
C -0.488 -3.547 0.856 -0.379
C -1.184 -4.894 0.669 -0.075
C -1.410 -2.513 1.436 -0.297
C -2.430 -2.680 2.381 0.009
C -2.883 -1.401 2.661 -0.194
C -3.960 -1.168 3.700 -0.343
C -3.378 -1.408 5.102 -0.064
C -4.721 0.157 3.687 -0.073
N -2.158 -0.546 1.896 0.054
N -1.266 -1.226 1.148 0.130
B -2.089 1.010 1.913 -0.463
N -2.563 1.674 0.580 0.059
N -1.949 1.484 -0.615 0.030
C -2.582 2.234 -1.513 -0.268
C -3.638 2.921 -0.896 0.022
C -3.594 2.545 0.432 -0.203
C -4.549 3.012 1.495 -0.369
C -5.955 2.466 1.212 -0.067
C -4.579 4.543 1.557 -0.066
C -2.218 2.362 -2.970 -0.348
C -1.092 1.433 -3.416 -0.097
C -1.833 3.817 -3.273 -0.053
N -0.651 1.432 2.298 0.043
N 0.409 1.167 1.513 -0.008
C 1.483 1.654 2.110 -0.285
C 1.118 2.251 3.332 0.031
C -0.252 2.085 3.417 -0.203
C -1.170 2.558 4.507 -0.363
C -0.437 2.684 5.843 -0.078
C -1.801 3.899 4.113 -0.045
C 2.861 1.535 1.520 -0.384
C 3.738 0.631 2.391 -0.068
C 3.499 2.914 1.344 -0.055
H 1.458 -4.404 1.363 0.070
H 1.230 -2.716 1.875 0.070
H 0.431 -4.028 2.757 0.080
H -0.141 -3.190 -0.118 0.110
H -1.532 -5.281 1.630 0.071
H -2.043 -4.802 0.003 0.080
H -0.492 -5.624 0.243 0.070
H -2.805 -3.595 2.814 0.105
H -4.697 -1.953 3.510 0.132
H -2.583 -0.686 5.304 0.079
H -4.156 -1.293 5.862 0.074
H -2.956 -2.409 5.183 0.071
H -4.121 0.961 4.114 0.059
H -5.016 0.439 2.678 0.058
H -5.623 0.055 4.296 0.082
H -2.807 1.393 2.772 0.080
H -4.337 3.597 -1.361 0.110
H -4.224 2.638 2.465 0.090
H -6.341 2.882 0.280 0.077
H -5.935 1.380 1.112 0.070
H -6.641 2.729 2.022 0.079
H -4.984 4.956 0.631 0.074
H -5.206 4.879 2.387 0.077
H -3.576 4.947 1.695 0.074
H -3.118 2.120 -3.546 0.137
H -0.178 1.694 -2.889 -0.018
H -1.338 0.388 -3.225 0.064
H -0.916 1.557 -4.486 0.086
H -0.917 4.077 -2.738 0.073
H -1.654 3.948 -4.343 0.076
H -2.617 4.510 -2.967 0.069
H 1.762 2.731 4.051 0.104
H -1.969 1.824 4.631 0.109
H 0.291 3.497 5.805 0.074
H -1.148 2.906 6.641 0.073
H 0.086 1.760 6.091 0.080
H -1.025 4.662 4.031 0.089
H -2.296 3.812 3.146 0.054
H -2.534 4.225 4.856 0.081
H 2.769 1.070 0.533 0.076
H 3.854 1.061 3.388 0.075
H 3.280 -0.355 2.491 0.071
H 4.728 0.515 1.945 0.073
H 3.562 3.430 2.305 0.075
H 4.508 2.819 0.937 0.078
H 2.910 3.523 0.657 0.064
Br 8.160 -5.486 -1.775 0.726
C 6.947 -5.072 -3.177 -0.688
C 6.547 -3.759 -3.367 -0.110
C 5.641 -3.471 -4.369 -0.013
C 5.126 -4.487 -5.183 -0.273
C 5.598 -5.786 -5.017 -0.028
C 6.493 -6.084 -4.005 -0.128
N 4.249 -4.235 -6.271 0.087
N 3.239 -3.516 -6.186 0.087
C 2.744 -3.065 -4.940 -0.234
C 2.420 -3.948 -3.936 -0.008
C 2.037 -3.477 -2.675 0.027
C 1.949 -2.135 -2.439 -0.198
O 1.741 -1.673 -1.139 -0.061
C 2.151 -1.196 -3.476 -0.150
N 2.001 0.118 -3.206 0.120
C 2.258 0.988 -4.147 -0.108
C 2.671 0.618 -5.445 -0.025
C 2.808 -0.707 -5.747 -0.004
C 2.542 -1.672 -4.750 -0.095
H 6.921 -2.964 -2.736 0.108
H 5.346 -2.445 -4.536 0.121
H 5.231 -6.566 -5.671 0.114
H 6.845 -7.096 -3.864 0.100
H 2.515 -5.012 -4.107 0.121
H 1.857 -4.171 -1.863 0.127
H 2.132 2.031 -3.863 0.088
H 2.864 1.381 -6.187 0.106
H 3.116 -1.045 -6.729 0.111
O 3.868 -1.340 -0.994 0.083
N 2.844 -1.276 -0.427 0.011
O 1.733 5.528 -1.794 -0.046
C 1.711 4.320 -1.805 -0.619
N 1.685 3.130 -1.810 -0.049
O -2.272 -1.330 -1.880 -0.073
H -2.297 -0.422 -1.532 -0.004
H -1.979 -1.822 -1.107 0.000

---

Entry 2:
Molecular formula: C43H57Cl2NP3S2SiY
Method: DFT, wB97M-V/def2-TZVPD

Structure (XYZ):
```
110
Properties=species:S:1:pos:R:3:lowdin_charge:R:1
Y 1.159 0.044 -0.350 0.616
C 2.044 2.790 -2.970 -0.117
C 0.687 3.087 -2.272 -0.569
C 0.160 4.435 -2.593 -0.115
P -0.387 1.584 -2.469 1.034
C -0.608 1.170 -4.297 -0.515
C 0.266 -0.013 -4.690 -0.133
C -0.479 2.245 -5.357 -0.110
C -2.078 2.086 -1.944 -0.387
C -2.753 2.947 -2.775 -0.115
C -4.072 3.322 -2.527 -0.059
C -4.717 2.836 -1.394 -0.065
C -4.029 1.969 -0.554 -0.098
C -2.724 1.519 -0.815 -0.294
Si -1.732 0.241 0.177 0.613
C -2.267 0.467 2.027 -0.286
C -3.597 0.279 2.430 -0.099
C -3.984 0.291 3.758 -0.072
C -3.027 0.476 4.767 -0.077
C -1.714 0.671 4.392 -0.095
C -1.321 0.676 3.033 -0.389
P 0.373 1.005 2.460 1.000
C 1.451 0.871 3.980 -0.549
C 1.527 -0.544 4.576 -0.126
C 2.853 1.451 3.653 -0.123
C 0.331 2.914 2.372 -0.511
C -0.847 3.309 1.445 -0.123
C 0.210 3.663 3.701 -0.098
C -2.720 -1.385 -0.099 -0.283
C -4.123 -1.328 -0.247 -0.099
C -4.879 -2.487 -0.193 -0.059
C -4.228 -3.726 -0.124 -0.074
C -2.860 -3.777 -0.089 -0.115
C -2.079 -2.619 -0.073 -0.391
P -0.282 -2.626 -0.221 1.023
C 0.013 -3.459 -1.867 -0.561
C 0.970 -4.609 -1.800 -0.128
C -1.212 -3.730 -2.726 -0.100
C 0.359 -3.716 1.156 -0.550
C 0.075 -3.023 2.499 -0.134
C -0.155 -5.157 1.276 -0.110
H 2.825 3.509 -2.671 0.091
H 1.875 2.910 -4.036 0.061
H 2.376 1.766 -2.771 -0.006
H 0.861 3.096 -1.200 0.067
H 0.061 4.597 -3.644 0.060
H 0.937 5.175 -2.284 0.103
H -0.786 4.625 -2.092 0.072
H -1.664 0.926 -4.281 0.095
H 1.319 0.219 -4.538 0.054
H 0.195 -0.264 -5.731 0.078
H 0.072 -0.911 -4.055 0.062
H 0.552 2.387 -5.642 0.069
H -0.863 3.217 -5.072 0.048
H -1.002 1.876 -6.239 0.088
H -2.238 3.349 -3.625 0.080
H -4.554 4.029 -3.173 0.099
H -5.713 3.147 -1.174 0.097
H -4.558 1.623 0.359 0.097
H -4.365 0.045 1.689 0.076
H -5.034 0.150 4.016 0.105
H -3.349 0.488 5.824 0.113
H -0.981 0.807 5.162 0.088
H 1.018 1.501 4.772 0.082
H 2.084 -1.261 3.939 0.048
H 0.540 -1.007 4.745 0.065
H 2.066 -0.474 5.522 0.078
H 3.303 0.937 2.811 0.005
H 3.503 1.384 4.559 0.096
H 2.792 2.508 3.346 0.063
H 1.276 3.205 1.894 0.083
H -1.811 3.199 1.993 0.096
H -0.918 2.713 0.494 0.026
H -0.694 4.343 1.154 0.077
H -0.688 3.298 4.185 0.074
H 0.169 4.721 3.484 0.084
H 1.037 3.464 4.353 0.052
H -4.583 -0.359 -0.343 0.069
H -5.956 -2.429 -0.213 0.102
H -4.816 -4.630 -0.146 0.103
H -2.382 -4.765 -0.087 0.100
H 0.600 -2.693 -2.378 0.014
H 0.508 -5.575 -1.570 0.071
H 1.799 -4.403 -1.083 0.084
H 1.467 -4.657 -2.788 0.070
H -1.826 -4.571 -2.363 0.075
H -0.911 -3.940 -3.759 0.084
H -1.844 -2.816 -2.825 0.087
H 1.424 -3.753 0.900 0.052
H -0.894 -3.297 2.938 0.090
H 0.132 -1.917 2.384 0.026
H 0.868 -3.327 3.213 0.086
H -1.212 -5.163 1.613 0.076
H 0.449 -5.737 1.948 0.074
H -0.126 -5.722 0.342 0.053
Cl 3.161 -1.610 1.208 0.703
C 4.699 -0.881 0.881 -0.668
C 5.790 -1.702 1.086 -0.106
C 7.062 -1.226 0.735 -0.078
C 7.180 0.062 0.255 -0.129
C 6.061 0.860 0.083 -0.690
Cl 6.366 2.456 -0.491 0.675
C 4.760 0.417 0.374 -0.762
S 3.425 1.482 0.162 0.495
H 5.706 -2.728 1.400 0.102
H 7.971 -1.819 0.814 0.108
H 8.164 0.510 0.057 0.109
S 3.033 -0.876 -2.140 0.503
C 2.546 -1.939 -3.374 -0.831
N 2.135 -2.701 -4.170 0.067
```

---

Entry 3:
118
Properties=species:S:1:pos:R:3:lowdin_charge:R:1 method="wB97M-V/def2-TZVPD" de_lowest_ev=7.0837
C 1.646 -0.192 2.632 0.034
C 2.132 0.263 1.369 -0.082
C 2.315 1.307 0.075 -0.220
C 0.869 1.690 -0.637 -0.195
C -0.438 1.455 0.323 -0.147
C -1.733 2.410 -0.130 -0.029
C -2.479 2.126 -1.386 -0.057
C -2.198 0.890 -2.425 -0.128
C -3.106 -0.387 -1.895 -0.187
C -3.239 -1.613 -2.981 -0.079
C -3.344 -3.011 -2.067 -0.218
O -2.136 -3.533 -1.717 -0.059
O -4.614 -3.612 -1.621 -0.125
C -5.382 -2.693 -0.759 -0.217
C -4.769 -2.512 0.755 -0.078
C -3.741 3.142 -1.795 -0.141
O -4.024 3.344 -3.108 -0.058
C -4.579 3.788 -0.540 -0.154
C -6.212 4.078 -0.700 -0.123
C -6.953 2.931 0.252 -0.198
O -8.160 3.073 0.811 -0.099
C -3.851 4.079 0.753 -0.470
I -4.877 4.955 2.528 0.849
C -2.224 3.703 0.809 -0.189
O -1.366 4.390 1.607 -0.065
H 1.130 -0.533 3.654 0.030
H 2.964 2.241 0.355 0.083
H 2.953 0.696 -0.728 0.058
H 0.843 1.077 -1.650 0.080
H 0.896 2.834 -0.970 0.126
H -0.181 1.819 1.430 0.127
H -0.803 0.324 0.341 0.089
H -2.617 1.170 -3.507 0.128
H -1.073 0.609 -2.579 0.105
H -2.635 -0.772 -0.883 0.105
H -4.166 0.039 -1.642 0.085
H -4.252 -1.439 -3.587 0.124
H -2.303 -1.611 -3.692 0.127
H -6.462 -3.180 -0.617 0.139
H -5.589 -1.634 -1.255 0.100
H -5.532 -1.853 1.362 0.096
H -4.689 -3.539 1.349 0.074
H -3.729 -1.932 0.768 0.036
H -6.445 5.182 -0.333 0.101
H -6.586 3.912 -1.809 0.125
H -6.354 1.930 0.496 0.127
C -2.238 7.966 -0.838 -0.061
C -3.525 7.377 -0.431 -0.231
N -4.542 6.912 -0.110 0.116
H -1.614 7.243 -1.374 0.083
H -2.378 8.827 -1.500 0.082
H -1.661 8.313 0.026 0.086
C 5.843 3.940 0.152 -0.090
C 5.530 2.502 0.180 -0.256
N 5.282 1.365 0.203 0.141
H 5.922 4.357 1.161 0.081
H 6.793 4.137 -0.356 0.035
H 5.071 4.512 -0.374 0.083
C 0.945 -2.991 -2.088 -0.066
C 1.845 -1.839 -2.265 -0.235
N 2.557 -0.929 -2.405 0.141
H 1.453 -3.938 -2.301 0.087
H 0.563 -3.052 -1.063 0.060
H 0.078 -2.933 -2.754 0.056
C 9.892 2.876 0.344 -0.068
C 9.123 4.118 0.528 -0.249
N 8.516 5.100 0.673 0.132
H 10.571 2.693 1.183 0.064
H 9.236 2.003 0.262 0.085
H 10.502 2.909 -0.565 0.084
C 13.362 0.879 1.197 -0.076
C 12.075 0.290 1.603 -0.279
N 11.058 -0.175 1.925 0.124
H 13.986 0.156 0.660 0.012
H 13.222 1.740 0.534 0.080
H 13.939 1.226 2.060 0.087
C 2.392 -2.958 6.046 -0.077
C 1.623 -1.716 6.230 -0.276
N 1.016 -0.734 6.375 0.127
H 3.071 -3.141 6.885 0.081
H 1.736 -3.831 5.964 0.080
H 3.002 -2.925 5.137 0.080
C -0.989 -3.717 1.610 -0.053
C -1.510 -2.347 1.754 -0.249
N -1.921 -1.265 1.868 0.149
H -0.880 -4.212 2.581 0.086
H -1.653 -4.340 1.002 0.072
H -0.006 -3.727 1.129 0.070
C -7.292 0.374 -4.576 -0.059
C -6.888 0.600 -3.178 -0.221
N -6.569 0.780 -2.074 0.166
H -6.427 0.194 -5.223 0.082
H -7.952 -0.495 -4.670 0.086
H -7.830 1.235 -4.986 0.087
C -5.597 2.773 5.684 -0.113
C -5.789 1.657 6.626 -0.271
N -5.940 0.776 7.370 0.115
H -6.547 3.256 5.431 0.076
H -4.942 3.546 6.101 0.078
H -5.145 2.437 4.745 0.050
C -5.192 -6.535 -0.363 -0.072
C -4.788 -6.308 1.035 -0.270
N -4.469 -6.129 2.139 0.118
H -4.327 -6.714 -1.010 0.053
H -5.852 -7.403 -0.457 0.085
H -5.730 -5.674 -0.773 0.061
C 13.245 -3.391 -0.192 -0.064
C 14.145 -2.239 -0.369 -0.240
N 14.857 -1.329 -0.509 0.127
H 13.753 -4.337 -0.405 0.083
H 12.863 -3.452 0.832 0.085
H 12.378 -3.332 -0.858 0.086
C -2.079 -5.768 -4.899 -0.068
C -2.935 -6.663 -4.102 -0.250
N -3.611 -7.370 -3.471 0.133
H -2.612 -5.367 -5.768 0.083
H -1.729 -4.913 -4.311 0.062
H -1.192 -6.288 -5.276 0.083

---

Entry 4:
116
Properties=species:S:1:pos:R:3:lowdin_charge:R:1 method="wB97M-V/def2-TZVPD" de_lowest_ev=0.0000 total_charge=+2
Hf -0.054 0.953 -0.483 1.850
C -4.137 2.391 2.705 0.026
C -3.112 1.657 1.929 -0.155
N -1.916 2.094 1.789 0.031
N -1.285 3.194 2.255 0.165
C -0.151 3.403 1.612 -0.370
O 0.246 2.728 0.575 -0.187
C 0.711 4.501 2.076 -0.157
C 1.865 4.813 1.357 -0.020
C 2.693 5.834 1.791 -0.058
C 2.374 6.543 2.943 -0.052
C 1.224 6.236 3.659 -0.054
C 0.391 5.218 3.230 -0.017
C -3.358 0.378 1.208 -0.183
C -4.612 -0.195 1.321 0.026
C -4.903 -1.363 0.626 0.000
C -3.910 -1.922 -0.144 -0.017
C -2.667 -1.301 -0.193 -0.135
N -2.369 -0.173 0.446 0.057
H -3.688 3.255 3.187 0.091
H -4.578 1.741 3.461 0.106
H -4.936 2.727 2.041 0.115
H 2.105 4.262 0.458 0.113
H 3.585 6.081 1.232 0.112
H 3.024 7.338 3.282 0.116
H 0.978 6.793 4.553 0.115
H -0.506 4.978 3.782 0.112
H -5.365 0.266 1.942 0.121
H -5.883 -1.813 0.699 0.130
H -4.069 -2.829 -0.710 0.119
H -1.867 -1.754 -0.761 0.071
O -2.023 2.032 -1.001 -0.395
S -1.663 2.508 -2.372 0.650
O -2.200 1.688 -3.430 -0.258
N -0.100 2.414 -2.207 -0.231
C 0.729 2.457 -3.337 -0.249
C 0.518 3.150 -4.498 0.013
C 1.484 3.103 -5.527 -0.037
C 2.637 2.389 -5.385 -0.010
C 2.874 1.663 -4.193 -0.141
C 4.030 0.892 -3.960 0.029
C 4.152 0.223 -2.776 -0.013
C 3.121 0.299 -1.825 -0.099
N 2.012 1.000 -2.000 0.048
C 1.903 1.691 -3.174 -0.175
C -2.210 4.153 -2.571 -0.301
C -3.221 4.422 -3.484 -0.040
C -3.644 5.735 -3.628 -0.041
C -3.056 6.741 -2.874 -0.038
C -2.041 6.452 -1.968 -0.044
C -1.607 5.148 -1.811 -0.044
H -0.374 3.745 -4.645 0.117
H 1.299 3.655 -6.438 0.120
H 3.377 2.367 -6.174 0.126
H 4.804 0.840 -4.716 0.134
H 5.023 -0.376 -2.554 0.119
H 3.206 -0.248 -0.901 0.094
H -3.657 3.623 -4.067 0.120
H -4.429 5.971 -4.333 0.120
H -3.386 7.764 -2.997 0.120
H -1.586 7.245 -1.391 0.118
H -0.807 4.906 -1.121 0.113
C 0.296 -1.257 -3.080 -0.026
O -0.549 -0.447 -2.205 -0.254
H 0.694 -0.631 -3.875 0.100
H -0.311 -2.064 -3.483 0.097
H 1.090 -1.665 -2.463 0.079
H -1.225 -0.009 -2.765 0.079
N 2.490 0.797 2.385 0.231
C 1.448 0.413 1.640 -0.715
N 0.187 0.321 1.980 0.058
O 1.662 0.147 0.381 -0.264
H 2.382 1.039 3.354 0.128
H 3.402 0.856 1.969 0.128
H 0.017 0.670 2.921 0.091
H -1.344 1.393 1.329 0.025
C -0.014 -4.713 -1.757 -0.143
C -0.270 -5.058 -0.286 -0.708
C -1.788 -5.111 -0.102 -0.124
C 0.314 -6.433 0.020 -0.101
Sb 0.515 -3.359 0.875 1.588
C 2.644 -3.848 1.090 -0.708
C 3.347 -2.614 1.662 -0.137
C 3.208 -4.083 -0.312 -0.130
C 2.952 -5.050 1.978 -0.100
C -0.302 -3.666 2.890 -0.708
C 0.547 -2.872 3.883 -0.127
C -0.373 -5.118 3.354 -0.099
C -1.708 -3.054 2.875 -0.141
H -0.374 -5.526 -2.395 0.095
H 1.042 -4.559 -1.987 0.061
H -0.557 -3.807 -2.042 0.044
H -2.217 -5.817 -0.821 0.096
H -2.254 -4.138 -0.284 0.037
H -2.086 -5.442 0.891 0.066
H -0.176 -7.179 -0.615 0.094
H 0.150 -6.731 1.056 0.070
H 1.382 -6.492 -0.184 0.064
H 3.263 -1.765 0.981 0.043
H 4.413 -2.834 1.790 0.095
H 2.958 -2.311 2.634 0.058
H 2.972 -3.257 -0.992 0.060
H 2.847 -5.006 -0.767 0.063
H 4.300 -4.157 -0.258 0.093
H 2.720 -4.854 3.025 0.067
H 4.024 -5.271 1.926 0.094
H 2.420 -5.951 1.679 0.063
H 1.531 -3.316 4.034 0.064
H 0.045 -2.861 4.856 0.092
H 0.682 -1.834 3.568 0.047
H 0.608 -5.594 3.370 0.068
H -1.032 -5.728 2.739 0.062
H -0.766 -5.150 4.376 0.094
H -1.674 -2.001 2.580 0.046
H -2.144 -3.111 3.878 0.091
H -2.382 -3.579 2.195 0.059

---

Molar mass
In order: 921.82 932.89 948.91 1085.30
Unit: g mol⁻¹
HOMO energy
In order: -5.4128 -7.2017 -8.6770 -12.0546
Unit: eV